[1]
# CH5O3

2 unconnected molecules or ions with the total composition CH5O3 (the ωB97M-V functional and the def2-TZVPD basis, the OMol25 dataset).

Bonds (Å) are listed after each position.
Geometry (Å):
1 O -0.3066 0.4534 -2.3435  C4 1.283, H7 0.972
2 O 0.0631 0.7689 -0.2280  C4 1.246, H9 1.115
3 O 0.3822 -0.2417 1.9481  H5 0.969, H6 0.970
4 C -0.1854 -0.0228 -1.1579  O1 1.283, O2 1.246, H8 1.082
5 H 1.1514 -0.0435 2.5035  O3 0.969
6 H -0.4155 0.0444 2.4207  O3 0.970
7 H -0.7248 -0.1694 -2.9609  O1 0.972
8 H -0.2417 -1.0804 -0.9379  C4 1.082
9 H 0.2773 0.2910 0.7560  O2 1.115

Results
Relative energy (zero: lowest compared OMol25 entry of this formula, charge and spin) in kcal/mol: 0.00
LUMO energy in eV: -4.41
Frontier orbital gap in eV: 13.689
Total charge: +1

[2]
# CH5O3P

2 unconnected molecules or ions with the total composition CH5O3P (the ωB97M-V functional and the def2-TZVPD basis, the OMol25 dataset).

Bonds (Å) are listed after each position.
Geometry (Å):
1 P 3.0512 0.9239 -3.4200  O2 1.654, O3 1.426
2 O 2.7320 1.0412 -1.8015  P1 1.654, H10 0.965
3 O 2.1680 -0.0779 -3.9211  P1 1.426
4 O -0.1926 0.3925 -0.2907  C5 1.398, H9 0.946
5 C 0.4397 -0.5065 0.5727  O4 1.398, H6 1.121, H7 1.080, H8 1.129
6 H 0.8322 -1.3738 -0.0195  C5 1.121
7 H 1.1171 -0.0644 1.2886  C5 1.080
8 H -0.3619 -1.0134 1.1857  C5 1.129
9 H -0.3314 1.1854 0.2065  O4 0.946
10 H 1.9600 0.6399 -1.3836  O2 0.965

Results
Relative energy (zero: lowest compared OMol25 entry of this formula, charge and spin) in kcal/mol: 13.65
SMILES: O=PO.CO
LUMO energy in eV: 0.13
Frontier orbital gap in eV: 10.832

[3]
# CH5O4

3 unconnected molecules or ions with the total composition CH5O4 (the ωB97M-V functional and the def2-TZVPD basis, the OMol25 dataset).

Bonds (Å) are listed after each position.
Geometry (Å):
1 O -0.4817 0.2274 2.8206  H8 0.963, H9 0.988
2 O -1.6832 0.5682 0.2864  C5 1.253
3 O 2.0106 -1.6455 -1.7280  H7 0.946, H10 0.981
4 O 0.0657 0.3568 -1.1451  C5 1.257
5 C -0.9928 0.8791 -0.7121  O2 1.253, O4 1.257, H6 1.099
6 H -1.3252 1.6488 -1.4226  C5 1.099
7 H 1.5387 -2.3643 -1.3327  O3 0.946
8 H 0.1266 0.9670 2.7222  O1 0.963
9 H -0.8214 0.2068 1.8934  O1 0.988
10 H 1.5628 -0.8443 -1.3819  O3 0.981

Results
Relative energy (zero: lowest compared OMol25 entry of this formula, charge and spin) in kcal/mol: 6.82
LUMO energy in eV: 4.18
Frontier orbital gap in eV: 9.060
Total charge: -1

[4]
# CH5O4

3 unconnected molecules or ions with the total composition CH5O4 (the ωB97M-V functional and the def2-TZVPD basis, the OMol25 dataset).

Bonds (Å) are listed after each position.
Geometry (Å):
1 O 0.8421 -0.2931 -1.6678  C5 1.239
2 O -0.8579 -1.1357 -0.4589  C5 1.262
3 O -2.5576 1.0161 -1.4734  H7 0.987, H9 0.967
4 O 2.2099 0.9975 3.6251  H6 0.977, H8 0.972
5 C 0.3593 -0.9375 -0.7265  O1 1.239, O2 1.262, H10 1.111
6 H 3.1281 0.7054 3.4641  O4 0.977
7 H -1.8818 0.5525 -0.9238  O3 0.987
8 H 1.5767 0.4648 3.1149  O4 0.972
9 H -3.2119 1.2280 -0.7940  O3 0.967
10 H 1.0383 -1.4202 0.0089  C5 1.111

Results
Relative energy (zero: lowest compared OMol25 entry of this formula, charge and spin) in kcal/mol: 3.72
Multiplicity: 2
⟨S²⟩: 0.750
LUMO energy (alpha / beta) in eV: 6.13 / 6.08
Frontier orbital gap (alpha / beta) in eV: 2.184 / 7.752
Total charge: -2

[5]
# CH5OP

2 unconnected molecules or ions with the total composition CH5OP (the ωB97M-V functional and the def2-TZVPD basis, the OMol25 dataset).

Bonds (Å) are listed after each position.
Geometry (Å):
1 P 1.1521 -0.2113 -0.6231  O2 1.626, C3 1.960
2 O 1.3185 -0.2473 0.9940  P1 1.626, H4 0.968
3 C -0.7778 0.1288 -0.6138  P1 1.960, H5 1.073, H7 1.049, H8 1.110
4 H 2.2218 -0.3006 1.3371  O2 0.968
5 H -1.1741 0.4704 -1.5506  C3 1.073
6 H 1.7008 -2.4323 -1.1831  no bonds
7 H -0.9678 0.7436 0.2150  C3 1.049
8 H -1.3119 -0.8331 -0.4679  C3 1.110

Results
Relative energy (zero: lowest compared OMol25 entry of this formula, charge and spin) in kcal/mol: 4.92
Multiplicity: 3
⟨S²⟩: 2.004
LUMO energy (alpha / beta) in eV: 0.83 / -1.18
Frontier orbital gap (alpha / beta) in eV: 7.489 / 8.628

[6]
# CH5OPS

2 unconnected molecules or ions with the total composition CH5OPS (the ωB97M-V functional and the def2-TZVPD basis, the OMol25 dataset).

Bonds (Å) are listed after each position.
Geometry (Å):
1 S 2.3070 -0.6021 -0.2830  P2 1.977
2 P 0.5133 0.2240 -0.3694  S1 1.977, O3 1.665, C4 1.786
3 O 0.4752 1.6768 0.4423  P2 1.665, H5 1.003
4 C -0.7730 -0.6721 0.4861  P2 1.786, H6 1.172, H8 1.048, H9 1.089
5 H 1.1102 2.4324 0.6188  O3 1.003
6 H -0.4130 -1.7852 0.5494  C4 1.172
7 H -0.5892 -0.0360 -2.8569  no bonds
8 H -1.6239 -0.8016 -0.1109  C4 1.048
9 H -1.0066 -0.4362 1.5235  C4 1.089

Results
Relative energy (zero: lowest compared OMol25 entry of this formula, charge and spin) in kcal/mol: 83.53
LUMO energy (alpha / beta) in eV: -1.61 / -0.66
Frontier orbital gap (alpha / beta) in eV: 7.641 / 7.825

[7]
# CH5OPS

A single CH5OPS molecule (the ωB97M-V functional and the def2-TZVPD basis, the OMol25 dataset).

Bonds (Å) are listed after each position.
Geometry (Å):
1 S 0.4140 1.7142 -1.2845  P2 2.166, H5 1.468
2 P 0.8393 -0.0159 -0.0531  S1 2.166, O3 1.796, C4 1.895
3 O 0.5943 -1.3778 -1.1982  P2 1.796, H9 1.002
4 C -0.7309 -0.0933 1.0045  P2 1.895, H6 1.122, H7 1.107, H8 1.168
5 H 1.7993 1.6527 -1.7659  S1 1.468
6 H -1.5551 -0.1687 0.2467  C4 1.122
7 H -0.6654 0.7485 1.7203  C4 1.107
8 H -0.5410 -1.1539 1.4552  C4 1.168
9 H 1.3565 -1.8409 -1.6545  O3 1.002

Results
Relative energy (zero: lowest compared OMol25 entry of this formula, charge and spin) in kcal/mol: 18.07
SMILES: CP(O)S
LUMO energy in eV: 0.71
Frontier orbital gap in eV: 9.513

[8]
# CH5OPS2

A single CH5OPS2 molecule (the ωB97M-V functional and the def2-TZVPD basis, the OMol25 dataset).

Bonds (Å) are listed after each position.
Geometry (Å):
1 S 1.1071 -2.3245 0.5351  P3 2.106, H8 1.331
2 S -0.4557 0.2722 1.9952  P3 2.149, H9 1.326
3 P 0.8548 -0.2402 0.3708  S1 2.106, S2 2.149, O4 1.627
4 O -0.2383 -0.3537 -0.8284  P3 1.627, C5 1.413
5 C -0.9004 0.7894 -1.3285  O4 1.413, H6 1.091, H7 1.093, H10 1.088
6 H -0.1969 1.4823 -1.7934  C5 1.091
7 H -1.4476 1.3049 -0.5356  C5 1.093
8 H 2.3564 -2.1976 0.9775  S1 1.331
9 H 0.5221 0.8463 2.6822  S2 1.326
10 H -1.6014 0.4209 -2.0749  C5 1.088

Results
Relative energy (zero: lowest compared OMol25 entry of this formula, charge and spin) in kcal/mol: 18.49
SMILES: COP(S)S
LUMO energy in eV: 0.76
Frontier orbital gap in eV: 9.610

[9]
# CH5OPS2

2 unconnected molecules or ions with the total composition CH5OPS2 (the ωB97M-V functional and the def2-TZVPD basis, the OMol25 dataset).

Bonds (Å) are listed after each position.
Geometry (Å):
1 S 0.1096 0.2614 0.6735  C5 1.869, H10 1.440
2 S 3.7259 1.0870 -0.1499  P3 2.134, H7 1.289
3 P 3.3385 -0.9497 0.3545  S2 2.134, O4 1.481
4 O 4.4969 -1.7146 -0.1622  P3 1.481
5 C -1.1447 1.6352 0.4954  S1 1.869, H6 1.176, H8 1.096, H9 1.121
6 H -1.7235 1.6830 1.5175  C5 1.176
7 H 4.0723 0.9719 -1.3858  S2 1.289
8 H -0.6416 2.5692 0.2212  C5 1.096
9 H -1.8128 1.2406 -0.3132  C5 1.121
10 H 1.3110 1.0414 0.5277  S1 1.440

Results
Relative energy (zero: lowest compared OMol25 entry of this formula, charge and spin) in kcal/mol: 44.33
SMILES: O=PS.CS
LUMO energy in eV: -1.16
Frontier orbital gap in eV: 8.001

[10]
# CH5OS2

2 unconnected molecules or ions with the total composition CH5OS2 (the ωB97M-V functional and the def2-TZVPD basis, the OMol25 dataset).

Bonds (Å) are listed after each position.
Geometry (Å):
1 S 2.1639 0.9755 -0.3069  O3 1.543, C4 1.837
2 S -4.2689 -3.7153 -1.5731  H5 1.319
3 O 2.7936 0.7971 1.0904  S1 1.543, H6 1.047
4 C 0.5608 1.5177 0.4072  S1 1.837, H7 1.105, H8 1.192, H9 1.060
5 H -5.0693 -4.3821 -2.3823  S2 1.319
6 H 3.1391 -0.1913 1.1149  O3 1.047
7 H -0.0830 2.2834 -0.0626  C4 1.105
8 H -0.2510 0.6524 0.5173  C4 1.192
9 H 1.0148 2.0626 1.1951  C4 1.060

Results
Relative energy (zero: lowest compared OMol25 entry of this formula, charge and spin) in kcal/mol: 52.49
LUMO energy in eV: 2.22
Frontier orbital gap in eV: 4.497
Total charge: -1